The following is a quantum chemistry calculation of a 6-piece molecular cluster, C75H46N4O12P overall in a non-equilibrium geometry, from the OMol25 dataset.

CARTESIAN COORDINATES (ANGSTROEM)
N: -2.2707 -1.3614 -5.2944
C: -1.3066 -0.7455 -5.4100
O: -0.3399 0.1277 -5.2988
C: -0.6989 1.3488 -5.8076
C: 0.1749 2.1274 -6.4967
C: -0.2908 3.3581 -6.9359
N: -1.5020 3.8336 -6.7654
N: -2.2976 3.0332 -6.0749
P: -4.0175 3.7300 -5.8012
N: -4.8784 2.3481 -6.1700
O: -3.9872 3.8499 -4.1975
C: -1.9645 1.8652 -5.5954
H: 1.1854 1.8266 -6.7088
H: 0.3881 4.0010 -7.4670
H: -5.6918 2.5627 -6.7281
H: -5.1083 1.7467 -5.3870
H: -3.8171 3.0246 -3.7158
H: -2.6825 1.3053 -5.0184
C: -2.9062 -3.1812 -9.1290
C: -2.0833 -2.8022 -8.0717
C: -0.7309 -2.6093 -8.2843
C: -0.1875 -2.7996 -9.5470
C: -1.0075 -3.2026 -10.6004
C: -2.3693 -3.3832 -10.3890
C: -0.4377 -3.4591 -11.9558
O: -1.1517 -3.8028 -12.8715
C: 1.0300 -3.2856 -12.1445
C: 1.5911 -3.5702 -13.3816
C: 2.9507 -3.4017 -13.5786
C: 3.7558 -2.9396 -12.5430
C: 3.2035 -2.6580 -11.3057
C: 1.8421 -2.8374 -11.0981
C: 1.2695 -2.5608 -9.7540
O: 1.9626 -2.1511 -8.8438
H: -3.9659 -3.3249 -8.9659
H: -2.4863 -2.6457 -7.0789
H: -0.0840 -2.3116 -7.4684
H: -3.0013 -3.6840 -11.2127
H: 0.9619 -3.9258 -14.1851
H: 3.3867 -3.6290 -14.5418
H: 4.8168 -2.8034 -12.7023
H: 3.8262 -2.3035 -10.4968
C: -3.9493 3.3325 1.3053
C: -3.0820 3.7136 2.3224
C: -1.7139 3.5652 2.1654
C: -1.2052 3.0239 0.9939
C: -2.0791 2.6195 -0.0233
C: -3.4491 2.7865 0.1358
C: -1.5593 1.9980 -1.2656
O: -2.3073 1.6603 -2.1737
C: -0.0890 1.7993 -1.3870
C: 0.4020 1.1643 -2.5133
C: 1.7636 0.9854 -2.6810
C: 2.6446 1.4488 -1.7075
C: 2.1566 2.0757 -0.5714
C: 0.7882 2.2465 -0.4032
C: 0.2698 2.8923 0.8358
O: 1.0344 3.2872 1.6888
H: -5.0170 3.4565 1.4326
H: -3.4771 4.1287 3.2393
H: -1.0375 3.8670 2.9525
H: -4.1213 2.4831 -0.6539
H: -0.2949 0.8064 -3.2456
H: 2.1433 0.4819 -3.5615
H: 3.7104 1.3135 -1.8314
H: 2.8363 2.4317 0.1886
C: -9.3836 -0.0940 1.3866
C: -10.7016 -0.3326 1.7611
C: -11.3150 0.4790 2.6990
C: -10.6104 1.5272 3.2752
C: -9.2808 1.7548 2.9146
C: -8.6751 0.9461 1.9617
C: -8.4918 2.8459 3.5526
O: -7.3366 3.0473 3.2330
C: -9.1536 3.6762 4.5956
C: -8.4222 4.6635 5.2431
C: -9.0265 5.4523 6.2059
C: -10.3679 5.2645 6.5214
C: -11.1011 4.2795 5.8831
C: -10.4965 3.4770 4.9255
C: -11.2934 2.4008 4.2722
O: -12.4618 2.2352 4.5451
H: -8.9087 -0.7260 0.6481
H: -11.2501 -1.1533 1.3188
H: -12.3404 0.3011 2.9905
H: -7.6487 1.1318 1.6785
H: -7.3810 4.8086 4.9931
H: -8.4539 6.2173 6.7126
H: -10.8397 5.8866 7.2698
H: -12.1427 4.1268 6.1278
C: 1.9161 0.5656 4.0594
C: 2.6756 1.2372 3.1065
C: 3.6899 0.5727 2.4375
C: 3.9566 -0.7589 2.7204
C: 3.2082 -1.4253 3.6925
C: 2.1823 -0.7608 4.3534
C: 3.5071 -2.8386 4.0463
O: 2.8565 -3.4192 4.8934
C: 4.6332 -3.5176 3.3496
C: 4.9660 -4.8172 3.7077
C: 6.0038 -5.4664 3.0628
C: 6.7084 -4.8235 2.0509
C: 6.3842 -3.5265 1.6929
C: 5.3531 -2.8653 2.3452
C: 5.0399 -1.4585 1.9729
O: 5.6481 -0.8926 1.0879
H: 1.1180 1.0822 4.5762
H: 2.4749 2.2751 2.8845
H: 4.2828 1.0857 1.6931
H: 1.5984 -1.2845 5.0974
H: 4.4142 -5.3143 4.4932
H: 6.2657 -6.4765 3.3469
H: 7.5157 -5.3354 1.5449
H: 6.9334 -3.0209 0.9115
C: 10.9499 -0.1860 8.0005
C: 10.7690 0.0080 9.3659
C: 9.5724 -0.3436 9.9654
C: 8.5459 -0.8817 9.2009
C: 8.7202 -1.0570 7.8260
C: 9.9284 -0.7164 7.2323
C: 7.6177 -1.5914 6.9783
O: 7.7678 -1.7491 5.7838
C: 6.3224 -1.9191 7.6360
C: 5.2658 -2.3679 6.8570
C: 4.0546 -2.6910 7.4422
C: 3.9013 -2.5726 8.8216
C: 4.9496 -2.1215 9.6059
C: 6.1612 -1.7850 9.0161
C: 7.2698 -1.2706 9.8677
O: 7.1383 -1.1661 11.0684
H: 11.8894 0.0820 7.5360
H: 11.5653 0.4328 9.9622
H: 9.4286 -0.1999 11.0269
H: 10.0620 -0.8649 6.1702
H: 5.4011 -2.4591 5.7890
H: 3.2336 -3.0344 6.8268
H: 2.9576 -2.8308 9.2835
H: 4.8320 -2.0248 10.6760

Force components x, y, z for each atom (eV/Å):
N 0.16 -0.19 -0.21
C -0.40 0.14 1.14
O 0.25 -0.45 -0.92
C 0.06 0.47 -0.11
C 0.31 -0.26 0.11
C 0.49 0.66 -0.47
N -0.10 -0.56 0.43
N -0.39 0.30 0.14
P -0.70 1.30 -0.56
N 0.36 0.14 0.71
O 0.36 -0.65 -0.38
C 0.07 -0.67 0.38
H 0.21 -0.14 0.00
H 0.03 0.23 -0.21
H -0.09 -0.16 -0.14
H -0.18 -0.28 -0.19
H 0.04 0.07 0.51
H -0.28 -0.03 0.04
C 0.07 0.01 0.02
C -0.10 -0.02 -0.01
C -0.13 0.09 0.13
C 0.06 -0.03 -0.13
C 0.09 0.02 0.03
C -0.12 0.00 0.07
C -0.09 -0.05 -0.13
O -0.01 0.00 -0.01
C 0.01 0.03 0.15
C 0.08 -0.02 -0.12
C 0.04 0.03 0.05
C -0.03 -0.02 -0.05
C 0.12 0.00 -0.05
C -0.13 -0.04 -0.02
C 0.10 0.03 0.08
O 0.00 0.09 0.03
H -0.01 -0.02 0.01
H -0.08 -0.16 -0.24
H 0.11 -0.05 -0.06
H 0.08 -0.02 -0.07
H -0.10 0.01 0.04
H 0.01 0.00 -0.01
H 0.01 0.00 0.00
H -0.06 -0.01 0.08
C -0.09 0.02 0.03
C -0.03 -0.02 -0.05
C -0.06 0.04 0.08
C 0.01 -0.08 -0.13
C 0.11 -0.05 -0.05
C -0.05 0.04 0.07
C -0.03 0.07 0.05
O -0.11 0.17 -0.30
C -0.24 0.04 0.10
C 0.27 0.00 -0.08
C 0.05 0.05 0.08
C -0.06 0.00 -0.03
C 0.08 -0.05 -0.08
C -0.03 0.03 0.03
C 0.12 0.03 0.14
O -0.19 0.19 -0.12
H -0.01 -0.02 0.04
H -0.02 0.00 0.01
H 0.09 0.00 -0.05
H 0.03 -0.06 -0.04
H -0.13 -0.06 0.09
H 0.02 -0.03 0.02
H 0.01 -0.02 0.02
H -0.06 0.04 0.07
C -0.04 0.00 0.01
C 0.05 0.01 -0.02
C -0.05 -0.11 -0.08
C 0.12 0.07 0.02
C -0.08 0.05 0.08
C 0.01 -0.11 -0.09
C 0.13 0.03 -0.02
O 0.08 0.02 -0.06
C -0.09 -0.09 -0.02
C 0.04 0.10 0.08
C -0.06 0.00 0.01
C 0.06 0.01 -0.02
C -0.03 0.09 0.11
C 0.11 -0.05 -0.09
C -0.16 -0.01 0.05
O -0.02 -0.01 0.00
H 0.00 -0.02 0.00
H -0.01 -0.01 -0.01
H -0.02 0.09 0.06
H 0.03 0.07 0.08
H 0.01 -0.06 -0.08
H 0.00 0.01 0.01
H 0.00 0.01 0.01
H -0.02 -0.09 -0.06
C 0.04 -0.01 -0.05
C 0.09 -0.04 0.10
C -0.11 0.13 0.00
C 0.00 -0.13 0.06
C 0.07 0.01 -0.07
C -0.09 0.10 0.04
C -0.12 -0.14 0.07
O -0.10 -0.06 -0.37
C 0.01 0.11 -0.07
C 0.04 -0.13 0.02
C 0.04 0.02 -0.05
C -0.04 -0.03 0.04
C 0.10 -0.09 -0.04
C -0.10 0.03 0.09
C 0.13 0.06 -0.11
O -0.04 0.00 -0.04
H 0.00 0.02 0.02
H 0.04 -0.08 0.08
H 0.10 -0.08 -0.01
H 0.06 -0.09 0.01
H -0.07 0.07 0.02
H 0.00 -0.01 0.00
H 0.02 -0.01 0.00
H -0.03 0.10 0.01
C -0.01 0.01 0.05
C 0.01 -0.01 -0.06
C 0.12 0.06 0.05
C -0.07 -0.04 -0.12
C -0.09 -0.02 0.10
C 0.13 0.05 -0.03
C 0.03 -0.03 -0.18
O -0.01 0.01 0.00
C 0.08 0.06 0.10
C -0.19 -0.05 -0.04
C -0.06 0.02 0.29
C 0.09 0.02 -0.07
C -0.16 -0.04 0.02
C 0.09 0.02 -0.09
C -0.01 0.01 0.17
O -0.01 0.01 0.01
H 0.01 0.00 0.00
H 0.02 0.00 0.01
H -0.09 -0.05 0.01
H -0.10 -0.03 -0.03
H 0.14 0.00 -0.02
H 0.10 0.03 0.17
H -0.01 -0.01 0.01
H 0.10 0.04 0.03

Output
**Charge**: +1
**Lowest unoccupied orbital energy**: -4.801 eV
**HOMO level**: -0.3871 Ha
**E**: -4348.7710 Ha